Molecular formula: C8H12
Method: DFT, ωB97M-V/def2-TZVPD

Summary:
E_LUMO in eV: 1.0
Total charge: 0
Relative energy (zero: lowest compared OMol25 entry of this formula, charge and spin) in eV: 3.889
HOMO level in hartree: -0.34355
Frontier orbital gap in eV: 10.36
Structure (SMILES): C=C1[C@H]2CC[C@@H]1CC2

Geometry (Å):
C (-2.4207, -0.0584, -0.3682)
C (-1.0730, -0.1319, -0.4931)
C (0.1386, 0.5495, -1.1219)
C (1.2751, -0.5635, -0.9820)
C (0.7131, -1.3985, 0.2264)
C (-0.3612, -0.5634, 0.8350)
C (0.2689, 0.6884, 1.0815)
C (0.5180, 1.5651, 0.0289)
H (-2.9738, -0.8909, 0.3159)
H (-3.2127, 0.2724, -1.0941)
H (0.1119, 1.2975, -2.0072)
H (1.2645, -1.4360, -1.8060)
H (2.3475, -0.1757, -0.7721)
H (0.1543, -2.3177, -0.1238)
H (1.5091, -1.9256, 0.9301)
H (-0.9473, -1.1357, 1.7015)
H (-0.1658, 1.3251, 2.0183)
H (1.1264, 0.4743, 1.5675)
H (1.6843, 1.7687, -0.1342)
H (0.0427, 2.6561, 0.1975)